Molecular formula: C36H97BrClN3O18P3S
Method: DFT, ωB97M-V with the def2-TZVPD basis set

Last column: Mulliken charge in e.
Element x y z (Å)
C: -0.4737 4.2294 -2.7106  -1.701
C: -0.1961 3.6207 -1.3344  0.482
P: -0.8432 1.8989 -1.1895  0.204
C: -2.3009 1.9442 -2.2944  -1.813
N: -1.5505 1.6052 0.4700  0.767
C: -2.4165 0.5834 0.4519  -1.804
N: -3.6664 0.5978 0.0817  0.084
S: -4.4633 1.9966 -0.5269  -0.014
N: -1.8370 -0.5953 0.9226  1.287
C: -1.3037 -1.4384 -0.1191  0.896
C: -2.2002 -2.0370 -0.9951  -0.421
C: -1.7729 -2.8296 -2.0357  -0.244
C: -0.4173 -3.0271 -2.2245  -0.721
C: 0.4790 -2.4402 -1.3591  -1.031
C: 0.0414 -1.6604 -0.3070  -0.336
C: -1.1480 -0.1312 2.1232  0.805
C: -0.1245 -0.9939 2.8474  -1.550
C: -0.5674 -2.3262 3.4675  -1.724
C: -1.3587 -3.3069 2.6235  -0.418
Cl: -0.3323 -4.3166 1.5793  -0.176
P: -2.5551 -0.0352 3.3948  0.198
O: -2.1488 0.2096 4.7837  -0.793
C: -0.7606 1.4022 1.7542  1.185
O: -1.4044 2.1010 2.7626  -0.672
C: -1.3847 3.5352 2.7698  -0.317
C: -2.6011 4.1033 3.4421  0.002
C: -3.8691 3.8690 2.6357  -1.287
C: -2.3401 5.6218 3.5902  0.710
C: -2.3830 6.3930 2.2603  -1.658
C: -3.2799 6.2479 4.6031  -1.835
P: 1.1226 1.5457 2.0174  -0.011
O: 1.7775 1.0265 0.6411  0.229
Br: 1.7473 3.7364 2.0696  -0.233
H: -1.4380 4.7051 -2.7462  0.274
H: 0.3081 4.9520 -2.8814  0.403
H: -0.3425 3.4714 -3.4704  0.514
H: 0.8703 3.4787 -1.2666  0.083
H: -0.5237 4.2687 -0.5315  0.110
H: -2.9357 1.0776 -2.1706  0.809
H: -2.9039 2.8095 -2.0407  0.331
H: -1.9720 2.0844 -3.3088  0.529
H: -4.1946 -0.2569 0.1252  0.330
H: -5.3319 2.1388 0.4834  0.219
H: -3.2596 -1.9074 -0.8632  0.099
H: -2.4586 -3.3093 -2.6985  0.122
H: -0.0739 -3.6254 -3.0444  0.258
H: 1.5386 -2.5759 -1.4805  0.767
H: 0.7662 -1.2238 0.3473  0.248
H: 0.2161 -0.3786 3.6700  0.991
H: 0.7588 -1.1941 2.2583  0.537
H: -1.0842 -2.1909 4.4073  0.403
H: 0.3495 -2.8394 3.7230  0.540
H: -2.1602 -2.8834 2.0402  0.277
H: -1.8188 -4.0086 3.3034  0.469
H: -3.5378 0.8287 2.8805  -0.082
H: -3.1366 -1.3087 3.2809  0.130
H: -1.2628 3.9675 1.7837  -0.076
H: -0.5345 3.8550 3.3554  0.450
H: -2.7264 3.6846 4.4318  0.712
H: -4.6620 4.5304 2.9541  0.572
H: -4.2458 2.8599 2.7809  0.275
H: -3.7149 4.0417 1.5794  0.063
H: -1.3332 5.7237 3.9870  0.483
H: -2.3756 5.7655 1.3794  0.285
H: -1.4949 7.0079 2.1846  0.347
H: -3.2212 7.0728 2.2093  0.369
H: -4.3234 6.1472 4.3478  0.288
H: -3.0783 7.3124 4.6251  0.495
H: -3.0707 5.8814 5.5977  0.456
H: 2.7219 1.2289 0.6873  -0.102
C: 5.3152 4.2431 0.0267  -0.671
O: 4.3122 3.2366 -0.2318  -0.314
H: 6.1104 4.1135 -0.7014  0.245
H: 4.8784 5.2345 -0.0851  0.306
H: 5.7221 4.1237 1.0318  0.296
H: 3.6074 3.3633 0.4103  0.014
C: -6.1324 5.3052 7.0758  -0.520
O: -5.5502 6.5470 6.6904  -0.461
H: -5.8483 4.5675 6.3286  0.161
H: -5.7622 4.9791 8.0507  0.272
H: -7.2225 5.3716 7.1094  0.292
H: -5.7963 7.2028 7.3473  0.280
C: -1.2292 -7.3266 4.4663  -0.559
O: -0.5890 -6.1355 4.9201  -0.471
H: -2.0553 -7.5293 5.1422  0.243
H: -1.6205 -7.2036 3.4525  0.234
H: -0.5416 -8.1747 4.4841  0.281
H: 0.1444 -5.9579 4.3242  0.263
C: 4.0293 -3.9168 1.5552  -0.637
O: 2.9457 -4.7992 1.2389  -0.377
H: 4.8519 -4.5159 1.9374  0.318
H: 4.3647 -3.3736 0.6674  0.320
H: 3.7324 -3.2000 2.3249  0.217
H: 2.2242 -4.2605 0.9053  0.119
C: 6.1267 -0.2680 -0.5046  -0.649
O: 5.1819 -0.0930 0.5520  -0.388
H: 6.5771 -1.2482 -0.3775  0.275
H: 5.6397 -0.2234 -1.4819  0.259
H: 6.9096 0.4917 -0.4600  0.314
H: 4.7941 0.7790 0.4367  0.184
C: 4.1965 -6.1462 -1.6948  -0.203
O: 4.2040 -6.9572 -0.5294  -0.482
H: 4.1170 -6.8094 -2.5520  0.103
H: 3.3394 -5.4641 -1.6911  0.049
H: 5.1208 -5.5669 -1.7792  0.279
H: 4.2592 -6.3658 0.2268  0.231
C: -5.3480 -4.4706 -2.0796  -0.551
O: -4.3951 -4.4800 -3.1413  -0.446
H: -4.9451 -3.8448 -1.2864  0.106
H: -6.3020 -4.0566 -2.4131  0.283
H: -5.5090 -5.4759 -1.6872  0.305
H: -4.7485 -5.0374 -3.8409  0.280
C: 5.0816 -4.1108 5.4173  -0.423
O: 6.1604 -4.0224 4.4911  -0.481
H: 4.1663 -4.2231 4.8409  0.078
H: 5.1921 -4.9775 6.0730  0.289
H: 5.0075 -3.2064 6.0269  0.275
H: 6.9723 -3.9242 4.9939  0.278
C: -1.0901 -4.6542 -5.6685  -0.433
O: -2.1343 -3.7241 -5.3730  -0.427
H: -0.4426 -4.2080 -6.4167  0.265
H: -0.5003 -4.8784 -4.7750  0.100
H: -1.4987 -5.5841 -6.0688  0.327
H: -2.7051 -4.1247 -4.7114  0.216
C: 5.2287 8.2419 -1.6395  -0.597
O: 4.4443 7.2183 -1.0220  -0.448
H: 5.8802 8.6572 -0.8765  0.224
H: 5.8398 7.8334 -2.4467  0.283
H: 4.5939 9.0371 -2.0360  0.253
H: 3.8677 6.8528 -1.6994  0.234
C: 2.3936 2.1458 -4.0863  -0.115
O: 2.9138 3.4601 -4.1879  -0.490
H: 2.1717 1.7900 -5.0890  0.298
H: 3.1379 1.4894 -3.6250  0.194
H: 1.4796 2.1549 -3.4840  -0.087
H: 3.1181 3.7272 -3.2851  0.264
C: -0.1454 8.2873 -1.6853  -0.520
O: -1.2059 7.3570 -1.9085  -0.409
H: 0.7291 7.7213 -1.3723  0.102
H: 0.0967 8.8348 -2.5994  0.309
H: -0.4036 8.9992 -0.8983  0.301
H: -1.9788 7.8554 -2.1850  0.252
C: -5.0151 1.2790 -5.3059  -0.489
O: -5.6918 2.0457 -4.3085  -0.475
H: -4.7998 1.9365 -6.1427  0.237
H: -4.0742 0.8796 -4.9160  0.170
H: -5.6417 0.4551 -5.6531  0.291
H: -5.8876 1.4605 -3.5736  0.261
C: 3.9165 -9.6422 -3.1576  -0.473
O: 3.9291 -10.4032 -1.9591  -0.537
H: 3.8356 -10.3323 -3.9935  0.306
H: 3.0580 -8.9625 -3.1700  0.164
H: 4.8426 -9.0681 -3.2569  0.240
H: 4.0023 -9.7853 -1.2250  0.301
C: 2.1381 -6.4692 -6.3025  -0.404
O: 1.4641 -5.9929 -7.4641  -0.492
H: 1.6686 -6.0044 -5.4391  0.034
H: 2.0497 -7.5545 -6.2095  0.295
H: 3.1962 -6.1953 -6.3180  0.311
H: 1.8756 -6.4039 -8.2281  0.281

Atomic forces in eV per Å
C 0.456 -0.293 0.540
C -0.621 -0.240 0.189
P 1.572 -0.510 -1.027
C -0.355 0.804 1.058
N -0.283 1.124 0.224
C 0.908 -0.581 0.138
N -0.468 0.698 -0.328
S -0.768 0.109 0.239
N -0.947 -0.673 0.760
C -0.179 -0.221 -0.363
C -0.368 0.004 0.155
C 0.483 0.028 -0.010
C 0.079 0.093 0.048
C 0.075 -0.075 0.039
C 0.223 0.365 0.175
C -0.722 0.397 0.138
C 0.220 -0.317 -0.080
C 0.032 -0.121 -0.511
C -0.137 -0.290 0.613
Cl 0.064 -0.097 -0.258
P 0.264 -0.034 0.595
O 0.151 0.231 0.427
C -0.167 -0.689 -0.653
O 0.191 0.248 -0.271
C 0.234 0.234 0.809
C -0.424 0.723 -0.699
C -0.146 -0.305 0.271
C -0.253 -0.222 -0.062
C 0.472 0.009 0.211
C 0.649 0.353 -0.129
P 0.062 0.160 1.268
O -0.334 0.294 -0.471
Br -0.075 -0.037 -0.494
H -0.280 0.118 -0.257
H 0.003 0.489 -0.202
H -0.177 -0.051 -0.415
H 0.472 -0.021 0.415
H -0.054 0.249 0.215
H 0.241 -0.432 -0.546
H 0.106 0.222 -0.395
H 0.259 -0.383 -0.349
H 0.100 -0.318 0.007
H -0.015 -0.214 0.303
H -0.324 0.017 0.123
H -0.481 -0.047 -0.145
H 0.129 -0.191 -0.241
H 0.265 -0.082 -0.105
H 0.220 0.225 0.050
H 0.063 0.156 0.291
H 0.186 0.079 -0.349
H -0.283 0.312 0.194
H 0.288 -0.107 0.260
H -0.002 0.234 -0.406
H -0.111 -0.268 0.184
H 0.010 -0.190 -0.292
H -0.103 0.002 -0.486
H -0.086 -0.265 -0.464
H 0.245 -0.081 0.142
H 0.143 -0.212 0.336
H -0.239 0.228 0.150
H -0.023 -0.235 -0.102
H 0.110 -0.019 -0.316
H 0.216 0.000 0.159
H -0.139 -0.183 -0.262
H 0.205 0.257 -0.069
H -0.401 0.022 -0.080
H -0.339 -0.219 0.034
H -0.033 0.336 0.101
H -0.266 -0.238 0.295
H 0.251 -0.332 -0.304
C -0.394 -0.150 0.146
O 0.159 -0.332 -0.098
H -0.025 -0.068 -0.043
H 0.190 0.006 0.030
H 0.082 0.014 -0.007
H -0.046 0.276 0.026
C 0.031 0.220 0.056
O -0.077 -0.138 0.025
H 0.024 -0.002 -0.025
H -0.017 -0.067 -0.013
H -0.008 -0.067 -0.007
H 0.007 0.068 0.002
C 0.140 0.130 -0.034
O -0.114 0.034 -0.102
H -0.010 0.016 0.033
H -0.025 -0.051 0.003
H -0.045 -0.041 -0.005
H 0.062 -0.006 -0.002
C -0.268 0.000 -0.079
O 0.411 0.072 0.044
H -0.011 -0.016 0.057
H 0.054 0.046 0.049
H 0.118 0.037 0.012
H -0.143 -0.055 -0.008
C -0.131 0.117 0.063
O -0.148 -0.081 -0.065
H 0.003 -0.028 0.034
H 0.041 -0.025 -0.021
H 0.034 -0.034 -0.023
H 0.265 0.243 -0.069
C -0.005 -0.045 0.299
O 0.148 -0.078 -0.286
H 0.003 0.015 -0.044
H 0.020 0.025 -0.063
H -0.026 0.030 -0.092
H -0.276 -0.037 0.123
C 0.033 -0.067 -0.158
O -0.056 -0.032 -0.043
H 0.039 -0.005 0.011
H -0.009 0.020 0.052
H -0.008 0.020 0.065
H -0.017 -0.012 -0.036
C 0.229 0.021 -0.018
O -0.201 0.004 0.005
H -0.008 -0.013 -0.033
H -0.069 -0.002 0.016
H -0.062 -0.015 0.015
H 0.075 -0.006 -0.030
C -0.299 0.078 0.065
O 0.210 -0.056 0.011
H -0.004 0.020 -0.027
H 0.050 -0.073 -0.037
H 0.109 -0.042 -0.033
H -0.095 0.038 0.033
C -0.133 -0.119 -0.026
O -0.028 0.155 -0.120
H -0.001 -0.010 0.038
H 0.047 0.043 0.001
H 0.048 0.040 0.010
H -0.004 0.001 0.015
C 0.186 0.082 0.159
O -0.056 0.188 0.154
H -0.031 0.016 -0.002
H -0.188 -0.173 -0.030
H -0.034 -0.298 -0.040
H 0.166 0.128 -0.118
C -0.217 -0.010 -0.084
O 0.160 -0.001 0.084
H -0.013 -0.041 0.017
H 0.050 0.004 0.032
H 0.063 0.006 0.015
H -0.049 0.002 -0.019
C -0.120 -0.039 0.284
O 0.189 0.058 -0.080
H -0.026 0.062 0.013
H 0.031 -0.047 -0.111
H 0.066 -0.021 -0.081
H -0.095 -0.029 0.027
C 0.022 0.025 0.377
O -0.027 -0.010 -0.110
H -0.002 -0.050 0.011
H 0.035 0.039 -0.145
H -0.042 0.045 -0.140
H 0.016 0.023 0.041
C 0.002 -0.023 -0.245
O 0.034 -0.008 0.225
H -0.023 0.021 0.010
H 0.014 0.002 0.068
H 0.006 -0.010 0.067
H -0.034 0.017 -0.089

Highest occupied orbital energy (eV): -11.0
Kohn-Sham gap (Eh): 0.2769
Net charge: +1
Maximum force (eV Å⁻¹): 1.946